Formula: C9H13NO2
Source: OMol25
Level of theory: ωB97M-V/def2-TZVPD

The geometry in XYZ format:
```
25
Properties=species:S:1:pos:R:3:forces:R:3:mulliken_charge:R:1
C 0.4080 -0.6363 3.7437 4.895 0.898 0.034 -1.117
C -0.3376 -1.8297 3.1935 -3.350 -2.473 -0.725 0.697
O -1.5740 -2.0886 3.2721 2.747 2.304 0.654 -0.631
N 0.3150 -2.7742 2.4473 -0.658 -0.062 -0.772 -0.363
H -0.1380 -3.4674 1.8537 -0.858 0.671 0.927 0.216
H 1.2540 -2.9453 2.3999 2.987 0.428 0.329 0.175
H 1.2663 -0.6227 4.6155 -2.062 -1.333 -2.115 0.293
H -0.1324 0.1384 4.0985 -3.172 1.664 1.549 0.450
H 0.9509 0.0810 3.0074 -0.514 -2.106 0.095 0.283
C -0.7844 3.1705 -1.8468 0.334 2.741 -0.084 -1.344
C 0.4540 -0.8447 -1.8672 -1.810 3.208 -0.020 0.644
C 0.2239 -0.1987 -3.0875 1.221 -0.078 0.157 -0.731
C -0.0443 -0.2222 -0.6868 1.809 -0.744 1.785 0.075
C -0.1472 1.1133 -3.0001 -1.786 0.681 -0.728 -0.426
C -0.4323 1.1430 -0.5618 0.598 -3.118 -0.002 -0.680
C -0.4023 1.7507 -1.7827 -0.352 1.813 -0.570 1.093
O 1.1696 -1.9480 -1.9101 -0.238 -3.224 3.065 -0.523
H 0.9358 -2.4161 -1.0267 1.027 0.721 -2.158 0.325
H 0.5980 -0.6114 -4.0326 -0.523 -0.123 0.426 0.342
H 0.2376 -0.7116 0.2924 -0.618 0.053 -1.090 -0.210
H -0.5660 1.6526 -3.8954 1.215 -0.463 0.781 0.216
H -0.7120 1.5278 0.4664 0.402 -0.119 -1.731 0.342
H -1.7869 3.2123 -1.3304 1.114 0.991 -0.584 0.282
H -0.7807 3.5884 -2.8762 -0.874 -0.714 0.286 0.341
H 0.0249 3.9389 -1.4862 -1.534 -1.616 0.492 0.250
```
Forces are in eV/Å.

E_tot (Eh): -555.88847
Lowest unoccupied orbital energy (eV): 0.38
Highest occupied orbital energy (eV): -8.206
SMILES string: Cc1ccc(O)cc1.CC(N)=O
Total charge: 0
Energy above the lowest of the compared OMol25 structures with the same formula, charge and spin (kcal per mole): 72.3